Here is a molecular structure, C64H69BN5O4P2Pb from the Open Molecules 2025 dataset. Energies are from ωB97M-V/def2-TZVPD.

- Lowest unoccupied orbital energy: 0.074 hartree
- HOMO level: -4.8919 eV
- Gap between HOMO and LUMO: 6.912 eV
- Net charge: -1
- Strongest force on any atom: 0.0382 hartree/bohr
- 2S+1: 1

The geometry in XYZ format:
```
146
Properties=species:S:1:pos:R:3:forces:R:3
Pb 0.005700 -0.760371 0.789238 -0.298 0.789 -1.505
O 0.359200 3.049129 3.940138 -0.193 0.249 0.436
C 0.032800 2.172829 2.976738 0.816 0.004 -0.098
O 0.877900 1.677329 2.273238 -0.221 -0.159 0.181
C -1.420300 1.923629 2.843538 -0.680 0.231 0.277
C -2.374100 2.568229 3.623438 0.222 -0.171 -0.094
C -3.713200 2.345429 3.329738 0.050 -0.041 -0.119
C -4.039600 1.563729 2.238638 0.165 0.017 -0.002
C -3.010100 0.944929 1.523738 -0.360 0.185 -0.311
N -1.743300 1.098429 1.852938 0.151 0.124 0.197
C -3.291300 0.263029 0.168638 -0.137 0.396 0.434
O -4.430500 0.411929 -0.273362 -0.552 0.147 -0.058
O -2.312000 -0.270171 -0.390662 0.223 -0.558 0.076
H 1.326900 3.137629 3.964838 -0.219 -0.192 -0.198
H -2.073700 3.240229 4.412438 0.055 0.007 0.049
H -4.487300 2.809229 3.925438 -0.038 0.078 0.018
H -5.054600 1.431629 1.894438 0.004 -0.039 -0.009
C -4.409600 -4.564871 1.120038 0.243 0.060 -0.087
C -3.926300 -3.204471 0.587638 -0.137 -0.137 -0.169
C -4.899000 -2.721071 -0.484562 0.278 0.081 0.013
C -3.770200 -2.277971 1.772438 0.203 -0.015 -0.069
C -4.890900 -1.650671 2.293538 -0.076 -0.031 0.036
C -4.842500 -0.976471 3.496438 -0.019 -0.259 0.107
C -3.687400 -1.050971 4.242538 -0.050 0.031 -0.048
C -2.531300 -1.647971 3.755138 0.016 0.017 0.256
C -1.412600 -1.783371 4.773138 0.286 0.034 0.050
C -0.471100 -0.578071 4.767138 -0.198 -0.082 0.114
C -0.627300 -3.088571 4.677338 -0.085 0.114 0.076
C -2.533100 -2.148671 2.441438 -0.716 0.000 0.346
N -1.341300 -2.495571 1.764838 0.697 -0.511 -0.384
C -1.058100 -3.748171 1.570338 -0.487 0.318 0.521
C -0.042700 -4.414871 0.836938 0.484 -0.272 -0.336
C -0.021200 -5.816771 1.054238 0.021 -0.103 0.006
C 0.824300 -6.672371 0.410338 -0.134 -0.282 0.180
C 1.711600 -6.156771 -0.544862 -0.051 0.172 0.066
C 1.724300 -4.822571 -0.805662 0.276 -0.090 -0.038
C 0.881700 -3.880271 -0.131662 0.109 -0.060 -0.183
N 0.951800 -2.600171 -0.451662 -0.488 -0.060 0.380
C 1.762800 -2.145871 -1.508462 0.220 0.172 -0.229
C 3.095600 -1.758571 -1.264562 -0.144 -0.112 0.122
C 3.835300 -1.167271 -2.276362 0.028 -0.010 -0.227
C 3.284100 -0.937871 -3.521662 0.123 -0.224 -0.042
C 1.996100 -1.362171 -3.771462 0.163 -0.032 -0.120
C 1.231300 -1.996671 -2.800662 -0.120 0.202 -0.099
C -0.092000 -2.556371 -3.277262 -0.077 -0.317 -0.001
C -1.279200 -2.408871 -2.336262 0.221 0.096 -0.214
C 0.076300 -4.034371 -3.662762 -0.029 0.175 -0.109
C 3.753700 -2.031671 0.066238 0.185 -0.029 0.088
C 4.241400 -0.741171 0.722438 -0.192 -0.201 0.003
C 4.920500 -3.011071 -0.089962 -0.175 0.030 0.074
H -4.438300 -5.294671 0.313038 -0.043 -0.104 -0.097
H -5.409500 -4.475171 1.543738 -0.086 0.050 0.018
H -3.756200 -4.946971 1.901438 0.033 -0.079 0.092
H -2.953200 -3.340671 0.108738 -0.103 0.040 0.035
H -5.927400 -2.733371 -0.129262 -0.147 -0.010 0.039
H -4.836000 -3.380171 -1.348662 -0.035 -0.111 -0.083
H -4.651600 -1.712771 -0.795862 -0.054 0.137 -0.117
H -5.813000 -1.680671 1.740138 -0.182 -0.031 -0.146
H -5.705900 -0.456171 3.883138 -0.149 0.022 0.005
H -3.669300 -0.633471 5.238938 0.040 0.046 0.161
H -1.916900 -1.793471 5.751638 0.046 0.005 -0.207
H -0.124600 -0.379471 3.759038 0.124 0.060 0.000
H 0.401000 -0.783771 5.385938 0.113 0.053 0.036
H -0.981700 0.305929 5.150538 -0.003 0.085 -0.013
H 0.047100 -3.080471 3.830638 0.023 -0.155 -0.004
H -1.309300 -3.933371 4.596938 -0.028 -0.166 -0.034
H -0.022100 -3.217871 5.573538 0.056 -0.022 0.036
H -1.713100 -4.457671 2.083038 -0.003 0.053 -0.005
H -0.714900 -6.230271 1.775838 -0.070 0.049 0.066
H 0.811700 -7.730971 0.622638 -0.059 -0.058 0.064
H 2.379200 -6.827471 -1.071262 0.055 0.046 -0.061
H 2.402800 -4.421071 -1.545162 0.025 -0.048 -0.038
H 4.858200 -0.871871 -2.094662 0.149 0.029 0.124
H 3.859200 -0.463271 -4.305262 0.055 0.033 -0.023
H 1.571000 -1.220871 -4.757062 -0.058 0.006 -0.077
H -0.325800 -2.010071 -4.200662 0.006 -0.020 0.124
H -1.235700 -3.142371 -1.538262 -0.086 -0.113 0.125
H -2.198300 -2.561971 -2.897062 -0.219 0.004 -0.020
H -1.309100 -1.425371 -1.885562 -0.181 0.118 0.003
H 0.168100 -4.653771 -2.772862 0.021 -0.041 0.012
H 0.959100 -4.187171 -4.284362 0.043 -0.025 -0.037
H -0.798200 -4.366271 -4.220562 -0.117 -0.093 -0.051
H 3.026000 -2.495671 0.731638 0.052 0.050 -0.140
H 5.048500 -0.296671 0.143338 0.118 0.116 -0.052
H 4.600600 -0.954671 1.726838 0.075 0.030 0.119
H 3.430600 -0.019771 0.794338 -0.068 0.186 0.065
H 5.706700 -2.591771 -0.716662 0.097 0.042 -0.078
H 4.583900 -3.945171 -0.534662 0.013 -0.111 -0.054
H 5.338000 -3.232771 0.890038 0.078 -0.044 0.095
C 0.297500 2.274029 -3.664762 -0.032 0.130 -0.406
N 0.671100 2.664829 -2.286062 -0.040 -0.325 0.640
P -0.622300 2.329629 -1.126562 0.184 0.739 -0.611
C -1.995300 2.735929 -2.297562 -0.091 -0.243 0.117
C -2.124400 4.026729 -2.806562 -0.094 0.034 -0.008
C -3.067500 4.301629 -3.777662 0.089 0.162 -0.045
C -3.905600 3.296129 -4.235462 -0.102 -0.089 -0.059
C -3.808500 2.023129 -3.700962 -0.133 0.029 -0.224
C -2.844400 1.737229 -2.747962 -0.002 0.013 0.128
C -0.906700 3.922629 -0.217662 0.123 -0.208 0.290
C -0.088500 5.034029 -0.071262 0.035 -0.138 -0.183
C -0.475600 6.088729 0.742438 0.075 0.190 0.086
C -1.675100 6.049229 1.431538 -0.004 0.098 -0.013
C -2.511300 4.956129 1.270838 -0.125 0.060 0.011
C -2.133700 3.916629 0.446738 0.043 0.015 0.017
P 2.276700 1.947729 -2.094062 -0.215 0.553 -0.120
C 3.110900 2.705329 -0.649862 -0.120 -0.164 0.146
C 4.501000 2.623329 -0.737862 -0.058 0.043 0.007
C 5.305700 3.116029 0.266438 0.116 -0.066 -0.047
C 4.730900 3.686729 1.392638 -0.039 0.036 0.110
C 3.352600 3.729329 1.505638 0.069 0.088 0.177
C 2.542500 3.225929 0.499138 -0.073 -0.045 -0.247
C 3.003900 3.199829 -3.260962 0.123 -0.244 -0.120
C 3.823200 2.816929 -4.311962 -0.050 -0.107 0.141
C 4.269200 3.750429 -5.233162 0.105 0.162 -0.202
C 3.896800 5.077129 -5.107462 0.134 0.015 -0.127
C 3.090500 5.472129 -4.051662 -0.059 0.099 0.032
C 2.647000 4.537529 -3.138162 0.048 0.094 -0.017
H -0.148100 3.124929 -4.187362 0.079 -0.138 -0.015
H -0.410400 1.442929 -3.700662 0.118 -0.033 0.006
H 1.185300 1.964729 -4.224962 -0.150 0.027 0.028
H -1.475000 4.814529 -2.448062 0.026 0.023 -0.042
H -3.142700 5.301329 -4.186562 -0.014 0.030 -0.006
H -4.627800 3.512029 -5.012462 -0.081 -0.013 0.031
H -4.480900 1.245129 -4.032062 -0.034 -0.084 -0.023
H -2.754300 0.741729 -2.341562 -0.026 -0.139 0.072
H 0.848100 5.088929 -0.607662 0.060 -0.016 0.021
H 0.168700 6.951229 0.841338 0.082 0.059 -0.007
H -1.968100 6.870029 2.072938 0.025 0.028 0.022
H -3.459100 4.913529 1.789338 -0.076 0.003 -0.006
H -2.805100 3.082829 0.294238 -0.107 -0.002 0.029
H 4.936700 2.167329 -1.616662 0.175 -0.011 -0.074
H 6.380500 3.050129 0.175438 0.085 0.000 0.008
H 5.362000 4.074529 2.181638 -0.028 0.028 0.034
H 2.902200 4.164129 2.389238 -0.045 0.015 0.037
H 1.470600 3.227729 0.609538 0.039 0.064 0.091
H 4.092500 1.776329 -4.420762 0.029 -0.116 -0.024
H 4.887800 3.443929 -6.066262 0.052 -0.042 -0.006
H 4.230700 5.806329 -5.831362 0.043 0.047 -0.081
H 2.792500 6.508129 -3.954262 0.009 0.038 0.018
H 1.990600 4.835329 -2.336062 -0.049 0.018 0.069
B 2.998300 -3.125471 3.898238 0.315 -0.323 0.292
C 2.146900 -2.157671 3.054938 -0.651 0.667 -0.672
N 1.460900 -1.491371 2.396138 1.192 -0.722 1.384
H 2.876800 -2.827371 5.062938 -0.028 0.036 0.136
H 4.145200 -3.041071 3.535638 0.187 0.036 -0.068
H 2.545500 -4.220471 3.662538 -0.030 -0.178 0.036
```
Positions in Å, forces in eV/Å.

Mulliken population analysis, charges in e, atoms 1 to 5:
1 Pb 2.638
2 O -0.647
3 C 0.159
4 O 0.050
5 C -0.252